# 1
14
Properties=species:S:1:pos:R:3 method="wB97M-V/def2-TZVPD" orbital_gap_ev=8.41 smiles="O=[N+]([O-])c1c(S(=O)(=O)[O-])csc1Cl" total_charge=-1 lumo_energy_ev=2.687 e_tot_ha=-1840.513831
C -1.13871 1.34162 -0.32477
C 0.87738 0.23302 -0.06406
C -0.55262 0.11114 -0.32924
C 1.27154 1.53780 0.24039
N 1.76399 -0.85482 0.17425
O 2.81098 -0.52941 0.67258
O -1.12471 -1.78948 1.20721
O 1.46432 -1.93299 -0.25886
O -2.96384 -0.77639 -0.14573
O -1.38971 -2.31207 -1.20816
S 0.03094 2.65406 -0.22962
S -1.64602 -1.41177 -0.10397
Cl 2.74949 2.10371 0.86941
H -2.15301 1.62558 -0.49943



# 2
19
Properties=species:S:1:pos:R:3 method="wB97M-V/def2-TZVPD" spin_multiplicity=2 orbital_gap_ev="8.19 / 4.76" relative_energy_kj_mol=221.03 total_charge=+1 lumo_energy_ev="-5.161 / -8.581" e_tot_ha=-343.978313
C 1.69657 0.49021 -0.00995
C 0.96118 -0.01126 -1.26313
C -0.56130 0.15734 -1.11309
C -1.77438 -1.96787 -0.87299
N -1.19415 -0.95531 -0.49005
N 1.48539 1.85814 0.45492
H 2.73415 0.45149 -0.22341
H 1.48121 -0.15766 0.80886
H 1.28326 0.54644 -2.14671
H 1.18697 -1.06059 -1.42995
H -1.06518 0.28751 -2.07456
H -0.76095 1.10813 -0.62958
H -2.17390 -2.67036 -0.14903
H -1.97124 -2.36449 -1.87846
H 0.54754 1.96313 0.82796
H 1.45655 2.49233 -0.34371
H 0.17377 0.18713 2.66346
H -1.06220 -0.70289 2.38173
O -0.78443 0.18704 2.61326



# 3
19
Properties=species:S:1:pos:R:3 method="wB97M-V/def2-TZVPD" orbital_gap_ev="7.39 / 8.30" relative_energy_kj_mol=571.87 lumo_energy_ev="0.102 / 0.196" e_tot_ha=-745.918285
C -0.90931 -1.53612 -0.77500
C -1.90714 -0.54998 -0.53022
C 0.39518 -1.55205 -0.59587
C -1.68502 0.63618 0.02357
C 0.59947 0.63676 0.84740
C 0.52864 0.05929 2.17371
C 1.63566 1.02694 -1.43840
O -0.52096 1.26671 0.38054
S 2.01264 1.41396 0.23585
H -1.55848 -2.37010 -1.04770
H -3.00394 -0.75429 -0.65784
H 1.15631 -2.14542 -0.90111
H -2.54887 1.19478 0.11928
H -0.24879 -0.77447 2.32381
H 0.07670 0.92961 2.79733
H 1.50185 -0.44413 2.45882
H 0.84446 1.61510 -1.80546
H 1.13628 0.01387 -1.43438
H 2.49532 1.33335 -2.17435



# 4
126
Properties=species:S:1:pos:R:3 method="wB97M-V/def2-TZVPD" orbital_gap_ev=8.30 relative_energy_kj_mol=538.46 smiles="O=[N+]([O-])c1ccccc1.O=[N+]([O-])c1ccccc1.O=[N+]([O-])c1ccccc1.O=[N+]([O-])c1ccccc1.O=[N+]([O-])c1ccccc1.O=[N+]([O-])c1ccccc1.O=[N+]([O-])c1ccccc1.O=[N+]([O-])c1ccccc1.O=[N+]([O-])c1ccccc1" lumo_energy_ev=-1.236 e_tot_ha=-3930.851994
C -10.58449 -7.01047 30.51944
C -9.28429 -7.27535 30.15854
C -8.76898 -8.54006 30.47340
C -9.49815 -9.46165 31.20869
C -10.84346 -9.11948 31.61165
C -11.38248 -7.91895 31.16861
N -8.87015 -10.70334 31.76715
O -7.81994 -11.14347 31.33117
O -9.37646 -11.29947 32.71564
H -10.91149 -6.06347 30.11614
H -8.79112 -6.50495 29.58438
H -7.82610 -8.84902 30.04686
H -11.46899 -9.67886 32.29150
H -12.44504 -7.83120 31.34087
C -10.70086 -10.74002 18.87198
C -11.78652 -10.24207 18.12567
C -12.93113 -9.82813 18.77458
C -12.98328 -9.89055 20.16257
C -11.83886 -10.45152 20.85179
C -10.74428 -10.89867 20.22901
N -14.11026 -9.37520 20.93043
O -15.22160 -9.41737 20.36974
O -14.02970 -9.18800 22.17839
H -9.80284 -10.96696 18.31659
H -11.71320 -10.23316 17.04820
H -13.74150 -9.51581 18.13258
H -11.81138 -10.55832 21.92614
H -9.94231 -11.46821 20.67497
C -12.42239 -14.61121 29.03431
C -12.37037 -13.31589 28.52884
C -13.09990 -12.29278 29.17059
C -13.92206 -12.53280 30.27468
C -13.90772 -13.83602 30.80340
C -13.19666 -14.88292 30.18595
N -14.82875 -11.47658 30.64801
O -15.85862 -11.76953 31.26267
O -14.42179 -10.35420 30.53506
H -11.88371 -15.36142 28.47449
H -11.78125 -13.17955 27.63400
H -13.09560 -11.35008 28.64361
H -14.31491 -14.06867 31.77627
H -13.27082 -15.84430 30.67242
C -18.39795 -8.08323 24.47496
C -19.55640 -7.64019 25.11584
C -19.50949 -7.25452 26.48241
C -18.34585 -7.59202 27.24282
C -17.17162 -7.98316 26.60762
C -17.20715 -8.25098 25.28742
N -18.31586 -7.40610 28.69558
O -19.37154 -6.95853 29.17949
O -17.45948 -7.95245 29.32205
H -18.34961 -8.38166 23.43815
H -20.50111 -7.75222 24.60460
H -20.51657 -7.03733 26.80643
H -16.20740 -7.98999 27.09409
H -16.33589 -8.63919 24.78087
C -8.51706 -4.52377 19.35171
C -9.60796 -4.95115 20.10532
C -9.61193 -6.20871 20.74026
C -8.44883 -7.02176 20.61648
C -7.43855 -6.60904 19.70352
C -7.43797 -5.40951 19.04891
N -8.38968 -8.36021 21.30560
O -7.88025 -9.24813 20.66628
O -9.06542 -8.54720 22.28160
H -8.45551 -3.54910 18.89059
H -10.44854 -4.27594 20.16803
H -10.36702 -6.46354 21.46918
H -6.70645 -7.39831 19.61718
H -6.52348 -5.14688 18.53790
C -5.82770 -2.64183 26.91308
C -6.75085 -3.65325 26.83717
C -8.04282 -3.30175 26.29743
C -8.29988 -1.99543 25.74923
C -7.36191 -1.01544 25.87310
C -6.12293 -1.33536 26.41339
N -9.49979 -1.55304 24.99094
O -10.31374 -2.42275 24.71125
O -9.64976 -0.44773 24.64021
H -4.88418 -2.93863 27.34678
H -6.53111 -4.68202 27.08158
H -8.86793 -3.97228 26.10769
H -7.43840 0.01449 25.55722
H -5.33342 -0.60252 26.49102
C -14.08286 -12.08333 23.45968
C -13.79388 -13.07941 22.47925
C -12.77908 -13.95950 22.74218
C -12.06616 -13.89528 23.95444
C -12.42595 -12.81428 24.79075
C -13.46428 -11.92344 24.63393
N -11.00059 -14.78100 24.35623
O -10.63745 -15.63194 23.54405
O -10.64246 -14.84135 25.57846
H -14.95405 -11.46956 23.28440
H -14.39060 -13.13269 21.58065
H -12.60537 -14.73117 22.00683
H -11.81398 -12.60159 25.65484
H -13.69916 -11.07319 25.25709
C -11.33308 -5.66026 24.59145
C -11.75293 -6.88444 24.09885
C -12.37603 -7.79039 25.04311
C -12.59736 -7.34680 26.35145
C -12.16963 -6.08719 26.73277
C -11.56683 -5.19646 25.90079
N -13.24361 -8.34089 27.33792
O -13.26077 -8.15510 28.57723
O -13.93236 -9.20002 26.82276
H -10.61765 -5.07669 24.03108
H -11.61701 -7.23267 23.08562
H -12.65020 -8.80706 24.80306
H -12.23842 -5.82991 27.77942
H -11.34473 -4.24494 26.36088
C -13.85155 0.84062 26.57956
C -14.71238 -0.17937 27.09038
C -14.12202 -1.27871 27.61799
C -12.69998 -1.41555 27.77032
C -11.89322 -0.34332 27.32517
C -12.44456 0.70287 26.62798
N -12.17197 -2.58420 28.50747
O -11.04317 -2.83425 28.31449
O -12.93464 -3.29810 29.14992
H -14.34453 1.65828 26.07480
H -15.78087 -0.03450 27.15163
H -14.78411 -2.01319 28.05226
H -10.81635 -0.35417 27.40661
H -11.96849 1.55639 26.16834